1.
{"formula": "C40H60IN2O5PSe2SiSn", "method": "wB97M-V/def2-TZVPD", "symbols": ["Sn", "C", "Se", "C", "C", "Se", "C", "H", "H", "H", "H", "H", "H", "H", "H", "H", "H", "O", "C", "C", "C", "C", "C", "C", "N", "H", "H", "H", "H", "H", "H", "H", "N", "C", "C", "C", "C", "C", "C", "P", "C", "C", "C", "C", "C", "C", "C", "C", "C", "C", "C", "C", "H", "H", "H", "H", "H", "H", "H", "H", "H", "H", "H", "H", "H", "H", "H", "H", "I", "C", "C", "C", "C", "O", "Si", "O", "O", "C", "C", "C", "C", "O", "C", "C", "C", "C", "H", "H", "H", "H", "H", "H", "H", "H", "H", "H", "H", "H", "H", "H", "H", "H", "H", "H", "H", "H", "H", "H", "H", "H", "H", "H", "H"], "coordinates": [[0.819624, -1.116363, 0.226360], [4.793822, -0.347840, 0.419344], [3.578921, -0.966825, 1.799838], [4.402524, -2.715442, 2.090292], [3.964603, -3.807762, 1.135603], [2.105698, -4.351852, 1.322576], [2.315738, -5.274061, 3.026108], [5.784685, -0.199892, 0.842963], [4.393480, 0.599258, 0.065851], [4.813956, -1.059469, -0.403108], [4.201699, -2.976337, 3.130084], [5.478378, -2.552149, 1.998809], [4.576877, -4.703223, 1.260507], [4.048017, -3.479116, 0.101909], [3.122026, -6.000874, 2.951210], [1.383594, -5.798656, 3.225888], [2.516247, -4.577939, 3.839536], [0.862388, -1.812385, 3.441332], [-0.317092, -1.581439, 4.170553], [-1.552407, -2.217726, 3.564699], [-2.614269, -2.599621, 4.378825], [-3.742057, -3.146896, 3.793246], [-3.765872, -3.314858, 2.417062], [-2.652816, -2.919635, 1.692109], [-1.574846, -2.374027, 2.246111], [0.970828, -2.755345, 3.284250], [-0.439517, -0.494741, 4.196751], [-0.222073, -1.922748, 5.208602], [-2.550878, -2.470198, 5.450951], [-4.583037, -3.449958, 4.401593], [-4.617039, -3.749223, 1.913313], [-2.618097, -3.047476, 0.614707], [-0.624442, -4.030391, -1.448512], [-1.946611, -4.053358, -1.865300], [-2.617210, -5.275118, -1.975026], [-3.942668, -5.322562, -2.361320], [-4.629940, -4.152989, -2.660197], [-3.974907, -2.939815, -2.540317], [-2.647055, -2.862253, -2.124062], [-1.809818, -1.268593, -1.823736], [-3.223292, -0.117487, -1.738861], [-3.963584, -0.132438, -0.555687], [-5.055252, 0.702051, -0.394421], [-5.409400, 1.581802, -1.411125], [-4.669929, 1.612952, -2.582679], [-3.583951, 0.762667, -2.750222], [-1.027052, -0.850956, -3.415474], [-1.063402, -1.682201, -4.526667], [-0.372959, -1.337034, -5.681202], [0.341719, -0.152034, -5.736433], [0.377139, 0.686703, -4.628802], [-0.290475, 0.332881, -3.470774], [-0.004060, -3.381378, -1.914459], [-0.191163, -4.940744, -1.382575], [-2.078512, -6.190775, -1.763847], [-4.439668, -6.281192, -2.440783], [-5.663107, -4.185532, -2.975125], [-4.514652, -2.024777, -2.748371], [-3.675292, -0.799930, 0.249366], [-5.620208, 0.678418, 0.527587], [-6.254520, 2.244935, -1.285099], [-4.938059, 2.298951, -3.375089], [-3.013831, 0.793064, -3.671105], [-1.628110, -2.605787, -4.495200], [-0.398333, -1.996056, -6.537221], [0.878140, 0.115995, -6.635893], [0.949637, 1.603739, -4.660108], [-0.209535, 0.959206, -2.588805], [2.298396, -2.152792, -1.977273], [4.368360, 2.678629, 2.707556], [2.859211, 2.801956, 2.551265], [2.460339, 4.248617, 2.309040], [2.133464, 2.243442, 3.769483], [2.511393, 1.996070, 1.431363], [1.246442, 2.163172, 0.405561], [1.071999, 0.786034, -0.401234], [1.435807, 3.422585, -0.624706], [2.290235, 3.619639, -1.753778], [3.227672, 2.434862, -1.974181], [1.375707, 3.808427, -2.959463], [3.091820, 4.883261, -1.482186], [-0.040705, 2.534290, 1.351637], [-1.311708, 3.065074, 0.969164], [-1.229073, 4.581803, 1.045393], [-2.306611, 2.519265, 1.984919], [-1.689114, 2.603467, -0.435688], [4.720492, 3.298534, 3.532575], [4.867451, 3.003421, 1.793976], [4.645167, 1.643567, 2.909027], [2.780515, 4.854776, 3.157682], [1.379015, 4.346152, 2.200805], [2.932757, 4.639051, 1.408157], [2.364554, 2.835078, 4.656128], [2.432220, 1.211219, 3.947728], [1.056364, 2.271962, 3.601379], [2.674248, 1.511014, -2.119079], [3.886593, 2.305878, -1.112800], [3.849831, 2.615715, -2.851320], [0.737408, 2.934332, -3.080628], [1.955108, 3.946435, -3.873025], [0.736819, 4.679895, -2.817939], [3.742117, 4.741254, -0.618413], [2.423713, 5.719914, -1.280514], [3.714661, 5.132077, -2.341749], [-1.033028, 4.900988, 2.069607], [-2.169726, 5.028020, 0.718668], [-0.426726, 4.946033, 0.403663], [-2.001558, 2.798031, 2.993857], [-2.347507, 1.431120, 1.923090], [-3.304869, 2.915130, 1.797829], [-1.053213, 3.070444, -1.185445], [-2.727442, 2.857140, -0.655447], [-1.577342, 1.519870, -0.515014]], "forces_ev_per_a": [[-0.32, -0.36, 0.43], [-0.01, -0.06, 0.00], [-0.04, 0.13, 0.07], [0.03, 0.02, -0.01], [0.00, -0.01, -0.02], [-0.02, -0.07, -0.04], [0.00, -0.01, 0.02], [0.01, 0.00, -0.01], [-0.01, -0.04, 0.05], [0.01, 0.01, -0.01], [-0.02, 0.00, -0.03], [0.01, 0.00, 0.04], [0.00, 0.01, 0.01], [0.03, -0.01, -0.05], [-0.01, 0.00, 0.02], [0.00, 0.01, 0.01], [0.02, -0.02, -0.01], [0.17, 0.18, 0.18], [-0.09, 0.03, 0.07], [0.02, 0.06, 0.09], [0.00, 0.02, -0.02], [0.01, 0.00, -0.04], [0.02, 0.00, 0.01], [-0.05, -0.06, -0.06], [0.10, 0.00, 0.00], [-0.07, -0.13, -0.25], [-0.05, -0.03, -0.01], [0.01, 0.03, 0.00], [0.01, 0.01, 0.04], [-0.04, -0.01, 0.02], [-0.04, -0.02, -0.02], [-0.02, -0.03, 0.00], [-0.08, -0.14, 0.01], [0.05, -0.09, 0.01], [-0.11, 0.01, -0.02], [0.02, -0.04, 0.01], [0.00, 0.01, 0.00], [-0.10, 0.02, 0.04], [0.08, 0.02, -0.05], [0.15, 0.09, -0.05], [-0.08, -0.13, 0.08], [0.00, 0.01, 0.01], [0.01, 0.06, -0.04], [0.01, -0.01, 0.02], [0.00, 0.00, -0.01], [0.03, 0.01, -0.08], [-0.05, -0.04, 0.03], [-0.03, -0.05, -0.04], [0.00, 0.04, 0.00], [-0.02, 0.00, 0.03], [0.02, -0.05, -0.08], [0.06, 0.00, 0.04], [0.03, 0.06, 0.02], [0.00, 0.07, 0.03], [0.02, -0.02, 0.01], [0.00, 0.00, 0.00], [-0.03, 0.00, -0.01], [0.00, 0.01, -0.02], [0.00, 0.00, 0.00], [-0.03, 0.00, 0.03], [-0.03, 0.02, 0.00], [-0.01, 0.02, -0.02], [-0.02, -0.01, 0.02], [-0.01, -0.02, 0.02], [0.00, -0.04, -0.06], [0.03, 0.01, -0.04], [0.01, -0.03, -0.05], [-0.02, 0.00, 0.04], [0.32, 0.00, -0.35], [0.00, 0.05, 0.08], [-0.02, 0.05, 0.18], [0.05, 0.22, 0.15], [-0.02, 0.06, 0.08], [0.04, -0.37, -0.43], [-0.17, 0.09, -0.13], [0.13, 0.25, -0.05], [-0.01, 0.01, 0.14], [-0.05, -0.08, -0.05], [0.02, 0.12, 0.02], [0.05, 0.00, 0.04], [0.07, 0.01, -0.06], [0.15, -0.09, -0.01], [-0.06, -0.11, -0.04], [-0.11, 0.06, -0.05], [-0.01, 0.03, -0.03], [-0.05, -0.04, 0.09], [0.01, 0.02, 0.04], [0.01, 0.03, -0.05], [-0.01, -0.02, -0.02], [-0.02, 0.06, 0.01], [0.09, -0.01, 0.03], [0.01, -0.01, 0.02], [0.03, 0.01, 0.06], [0.04, -0.07, -0.01], [0.01, 0.02, -0.01], [-0.08, -0.10, -0.05], [-0.01, 0.06, 0.01], [0.03, 0.01, -0.02], [0.00, 0.02, 0.05], [0.03, 0.02, -0.04], [-0.03, 0.05, 0.03], [0.02, -0.01, -0.01], [-0.04, 0.03, 0.02], [0.03, 0.03, -0.04], [0.01, 0.01, 0.04], [-0.03, 0.04, 0.01], [0.00, -0.02, -0.03], [0.02, 0.01, 0.03], [0.01, -0.06, -0.02], [-0.06, 0.02, -0.01], [0.07, 0.06, -0.05], [-0.02, 0.00, 0.00], [-0.02, 0.11, 0.06]], "spin_multiplicity": 1, "e_above_lowest_ev": 0.000, "homo_lumo_gap_ev": 7.56, "charge": 0, "e_tot_ha": -7991.93283}

***

2.
{"formula": "C40H61Br2CdN10O2PSi", "method": "wB97M-V/def2-TZVPD", "symbols": ["Cd", "C", "Si", "C", "C", "N", "C", "C", "C", "C", "C", "C", "O", "C", "C", "C", "C", "C", "C", "H", "H", "H", "H", "H", "H", "H", "H", "H", "H", "H", "H", "H", "H", "H", "H", "H", "H", "Br", "C", "C", "C", "N", "C", "C", "C", "C", "C", "Br", "C", "C", "N", "H", "H", "H", "H", "H", "H", "N", "H", "H", "H", "C", "N", "C", "N", "C", "N", "C", "P", "C", "C", "H", "H", "H", "H", "H", "H", "H", "H", "H", "H", "H", "H", "H", "C", "N", "C", "C", "O", "H", "H", "H", "H", "H", "H", "H", "C", "C", "N", "C", "C", "C", "C", "N", "H", "H", "H", "H", "H", "H", "H", "H", "H", "H", "H", "H", "H", "H"], "coordinates": [[0.281830, -0.148082, -0.419236], [1.465183, -4.164077, -1.548279], [0.660177, -3.459535, 0.014564], [2.083461, -2.725721, 1.036697], [-0.071345, -4.803845, 1.132127], [-0.452783, -2.151968, -0.251948], [-1.630449, -2.365428, -0.960289], [-1.970440, -3.597990, -1.538187], [-3.142713, -3.784629, -2.250636], [-4.027691, -2.737180, -2.427087], [-3.730560, -1.504054, -1.865632], [-2.570609, -1.330521, -1.132227], [-2.259120, -0.110838, -0.508188], [-3.113388, 0.941745, -0.811760], [-2.928902, 1.681614, -1.967405], [-3.802089, 2.718300, -2.258882], [-4.853945, 3.009445, -1.401637], [-5.024123, 2.269794, -0.240056], [-4.152807, 1.232871, 0.056520], [2.235089, -4.891396, -1.283798], [1.940677, -3.362664, -2.118987], [0.762314, -4.665516, -2.213361], [2.513282, -3.473019, 1.705578], [1.708275, -1.896180, 1.632636], [2.878120, -2.354332, 0.392747], [0.674429, -5.574889, 1.333760], [-0.939249, -5.294043, 0.692059], [-0.381802, -4.391416, 2.094909], [-1.291017, -4.431916, -1.431153], [-3.363753, -4.757727, -2.667923], [-4.940419, -2.866759, -2.990226], [-4.419339, -0.681694, -1.998428], [-2.113130, 1.430351, -2.635602], [-3.670436, 3.292891, -3.166398], [-5.544231, 3.806290, -1.643490], [-5.853595, 2.479898, 0.422072], [-4.297625, 0.618272, 0.936862], [0.721436, 0.362535, -7.410108], [0.584382, 0.199014, -5.538445], [-0.013327, -0.911042, -4.967293], [-0.108744, -0.950400, -3.586166], [0.352521, 0.017627, -2.800593], [0.972446, 1.066398, -3.346356], [1.095698, 1.198919, -4.722522], [1.553033, 2.056136, -2.401744], [2.270583, 3.166310, -2.838677], [2.841423, 4.009091, -1.900831], [3.834414, 5.514658, -2.453140], [2.686887, 3.738881, -0.548791], [1.943460, 2.626757, -0.206686], [1.391467, 1.813875, -1.098620], [-0.396162, -1.713772, -5.579575], [-0.581044, -1.791052, -3.092669], [1.578844, 2.049287, -5.177411], [2.396982, 3.382971, -3.887498], [3.128264, 4.383044, 0.197252], [1.749810, 2.376734, 0.828688], [-1.371643, -0.761612, 2.576171], [-1.781085, -0.297952, 1.766718], [-2.134978, -0.956323, 3.219231], [-1.061791, -1.662010, 2.211909], [3.255366, 1.788716, 4.738409], [1.770976, 1.751286, 5.116695], [1.574844, 0.531213, 6.024616], [2.001734, -0.642482, 5.366369], [3.414803, -0.562647, 5.024864], [3.660158, 0.571571, 4.142282], [3.074561, 0.362547, 2.821578], [1.191674, 0.170941, 2.797816], [0.895049, 1.669441, 3.910789], [1.157728, -1.035209, 4.245580], [3.816236, 1.961206, 5.658483], [3.407899, 2.624784, 4.054724], [1.542598, 2.595874, 5.643705], [0.519334, 0.479531, 6.292399], [2.175054, 0.703289, 6.919455], [3.716285, -1.478980, 4.520574], [4.004349, -0.450256, 5.936695], [3.501418, -0.544885, 2.388712], [3.358859, 1.199493, 2.176517], [-0.144386, 1.617086, 4.242262], [1.022003, 2.581035, 3.323584], [1.479562, -2.015423, 3.890429], [0.127794, -1.124225, 4.589088], [5.097880, -2.329957, -1.395401], [5.112537, -1.054659, -0.695359], [6.295094, -0.757169, 0.086708], [4.047395, -0.254014, -0.707431], [2.978955, -0.483683, -1.265815], [6.038201, -2.463047, -1.928231], [4.274576, -2.336974, -2.104063], [4.967151, -3.152363, -0.688634], [7.184653, -0.751339, -0.543517], [6.430479, -1.512302, 0.864024], [6.202455, 0.218177, 0.562407], [4.214114, 0.685863, -0.149741], [-3.846883, 5.674979, 0.910174], [-2.508040, 5.432397, 1.599687], [-2.141151, 4.022863, 1.746409], [-2.742360, 3.345957, 2.884625], [-2.129784, 3.745350, 4.231023], [-1.352581, 3.366227, 0.855908], [-1.050508, 4.078949, -0.436028], [-0.819827, 2.198720, 1.031507], [-4.028185, 6.747783, 0.850452], [-4.668756, 5.224691, 1.466954], [-3.860075, 5.267550, -0.098264], [-2.551964, 5.861508, 2.601929], [-1.716989, 5.956472, 1.066753], [-2.650609, 2.270407, 2.735601], [-3.810704, 3.573467, 2.894280], [-1.044146, 3.828591, 4.153172], [-2.382235, 3.000335, 4.986285], [-2.516165, 4.702677, 4.575531], [-1.945923, 4.529274, -0.855934], [-0.658338, 3.355011, -1.141103], [-0.303017, 4.860147, -0.282651], [-1.043793, 1.784728, 1.932332]], "forces_ev_per_a": [[0.06, 0.50, -0.33], [-0.31, 0.07, 0.22], [0.42, -0.19, 0.43], [-0.09, -0.15, -0.27], [0.02, 0.17, -0.44], [0.39, 0.03, 0.13], [-0.21, 0.09, 0.12], [0.04, 0.10, 0.01], [-0.09, -0.06, -0.04], [0.06, -0.02, -0.03], [-0.04, 0.11, 0.06], [-0.09, -0.30, -0.09], [0.11, -0.02, -0.17], [-0.15, 0.38, 0.06], [0.18, -0.13, 0.04], [-0.06, 0.03, -0.03], [0.00, 0.05, -0.02], [0.00, -0.01, -0.03], [0.06, -0.16, 0.06], [0.03, -0.01, 0.04], [0.01, 0.07, 0.04], [0.00, -0.03, -0.01], [-0.03, -0.05, 0.05], [0.00, 0.00, 0.08], [0.03, 0.09, -0.03], [0.04, -0.01, -0.02], [-0.04, -0.04, 0.04], [0.00, 0.08, 0.00], [-0.02, -0.02, 0.00], [0.02, -0.02, -0.01], [-0.01, 0.00, 0.00], [-0.01, 0.00, 0.03], [-0.01, -0.03, -0.02], [0.01, -0.01, -0.02], [-0.01, 0.00, 0.00], [0.00, 0.02, 0.02], [0.02, -0.01, 0.01], [-0.01, -0.04, 0.24], [0.01, 0.01, -0.07], [0.04, 0.10, -0.12], [-0.08, -0.08, -0.10], [0.00, 0.00, 0.08], [-0.09, -0.16, -0.30], [0.01, 0.03, 0.00], [0.17, 0.13, 0.17], [-0.03, 0.04, 0.00], [0.08, 0.13, -0.03], [-0.16, -0.22, 0.06], [0.05, 0.01, -0.09], [0.04, 0.10, 0.07], [-0.12, -0.23, 0.14], [-0.04, -0.04, 0.05], [0.00, 0.00, -0.01], [0.01, 0.01, 0.02], [-0.01, -0.03, -0.02], [-0.01, -0.03, 0.05], [-0.01, 0.07, 0.00], [-0.45, 0.03, 0.24], [-0.08, -0.08, -0.01], [-0.06, -0.04, -0.09], [-0.04, 0.02, -0.08], [0.33, -0.01, -0.06], [0.07, -0.03, 0.11], [-0.07, -0.19, 0.14], [0.04, -0.24, 0.17], [-0.06, 0.12, -0.02], [0.32, -0.03, -0.03], [-0.34, 0.03, -0.12], [1.04, 0.32, 0.61], [-0.37, -0.19, -0.64], [-0.12, -0.03, -0.36], [-0.14, 0.04, 0.05], [-0.12, 0.02, 0.04], [-0.01, 0.00, -0.02], [0.00, 0.08, -0.07], [-0.02, 0.10, -0.04], [0.01, 0.00, 0.03], [-0.03, 0.02, -0.01], [0.03, 0.04, -0.04], [0.00, -0.03, -0.03], [0.04, 0.09, 0.08], [0.01, 0.03, 0.08], [-0.04, -0.01, 0.02], [-0.01, -0.02, -0.05], [-0.11, -0.02, -0.04], [0.02, -0.13, -0.06], [0.09, 0.05, 0.10], [0.01, 0.16, 0.05], [-0.09, -0.16, 0.06], [0.01, 0.01, 0.01], [0.00, 0.00, 0.01], [0.04, -0.01, -0.02], [-0.03, 0.00, -0.03], [0.02, 0.00, -0.01], [-0.05, 0.01, -0.03], [0.01, -0.03, -0.01], [0.09, -0.03, 0.07], [-0.21, 0.07, -0.21], [-0.16, -0.05, 0.02], [0.21, 0.00, 0.11], [-0.10, -0.05, -0.11], [0.12, 0.14, 0.07], [0.02, 0.00, 0.10], [0.11, -0.47, -0.03], [-0.05, 0.01, 0.01], [-0.02, -0.01, -0.01], [0.00, -0.02, -0.03], [0.13, 0.01, 0.00], [0.02, -0.01, 0.06], [-0.12, 0.02, -0.03], [0.00, -0.06, -0.03], [0.00, -0.02, 0.00], [-0.01, 0.03, 0.07], [0.06, 0.03, 0.03], [0.01, 0.05, -0.02], [0.01, -0.01, -0.03], [-0.01, 0.02, -0.01], [-0.13, 0.11, 0.01]], "spin_multiplicity": 1, "e_above_lowest_ev": 0.000, "homo_lumo_gap_ev": 6.47, "charge": 2, "e_tot_ha": -8205.09097}

***

Computed HOMO energy (Ha) in order:
-0.266 -0.417